A cluster of 3 separate species, C25H47BBr2ClFN4O16P3 in total, computed with ωB97M-V/def2-TZVPD.

Summary:
* gap between HOMO and LUMO: 6.9 eV
* total charge: +1
* LUMO energy: -3.6 eV

Structure (XYZ):
```
100
C25H47BBr2ClFN4O16P3, DFT ωB97M-V/def2-TZVPD
N 2.93037 -2.70199 1.31796
H -4.83443 5.11784 -3.31859
H -2.19304 5.38955 -0.76093
O 4.82660 1.64186 1.67644
O -2.60141 -1.86524 -5.45378
H 0.57580 -3.06376 6.34747
H -0.88127 9.17296 -2.74831
F 2.67273 -3.65281 3.37415
H -0.51104 -0.30905 5.44711
H -1.46948 1.84732 -2.75055
H 4.55042 -0.87695 1.47037
H -6.04662 1.02358 -5.53960
H -2.36443 8.73323 -3.65403
O -4.08003 5.73909 -1.56745
C 3.26032 0.20105 -0.42947
C -1.39144 8.37535 -3.29959
B 2.54682 -3.98976 0.64091
H -0.28360 2.81117 -1.84109
O 3.32377 -4.29392 -0.43171
H 3.83898 1.06498 -0.62803
C -5.79255 0.16494 -4.90284
O -5.83571 -1.00085 -5.70748
N 2.09948 -0.81252 3.50672
O -4.13753 -0.45636 -3.19368
H -1.42119 -1.38100 -7.03102
H 0.59251 -0.42247 1.99090
H -3.26204 5.88715 -3.47688
H -4.35037 1.38656 -3.95032
H -0.86038 -0.74474 -5.47497
H 2.82070 2.39800 4.99576
H -7.09169 -2.41101 -6.45100
C 4.96668 0.87554 2.53793
C 3.50381 -1.33499 3.38813
H -3.63418 0.25413 -5.08510
C -3.23390 3.81709 -2.84524
H 5.23611 -0.40414 6.46903
O 1.90578 -0.13974 6.57232
H 2.83088 -4.80059 -1.08518
Br 6.14685 1.50486 4.00244
C -7.14448 -1.50930 -5.84401
H -2.33740 -3.20256 -3.93470
C 4.56559 -0.60261 2.52452
C 2.55432 -0.59124 0.10323
C -2.57744 -2.13688 -4.06336
C 1.57938 -1.12285 6.00306
C -3.84559 5.20040 -2.86242
O 6.51643 -5.44456 2.71487
H 4.36688 -7.10588 2.19662
H -0.68992 -0.45346 3.74219
P 5.08226 -5.23342 2.86222
C -0.20532 -0.91209 4.59709
C 1.08045 -2.27676 6.90337
N 0.34908 -1.56156 -1.98708
H 5.55711 -0.99851 2.77490
H 5.20538 -3.35315 1.47080
H -0.78920 8.10403 -4.16453
H 0.32330 -1.80800 7.53132
P 4.61215 -1.70235 4.96252
C -3.91950 -1.84064 -3.43144
Cl 3.82168 -3.26492 6.07398
H -4.73787 -2.28190 -4.00207
H -1.85170 2.43425 -1.10013
O 4.35277 -6.22140 1.81611
O -1.83990 3.87980 -2.58115
C 3.48140 -2.76488 2.65719
H -1.70056 7.90684 -0.57868
O 0.91357 -2.27761 0.25143
H -7.79740 -0.78439 -6.34224
C -1.34610 2.67576 -2.04372
H -0.66593 -2.48472 -5.86088
H 0.79276 -2.11742 2.54001
H -0.75471 -1.84663 4.74214
C -2.34444 7.46767 -1.35351
H -7.56240 -1.77417 -4.86591
C 0.58405 -1.69352 -0.86690
O 4.42376 -0.42071 5.94333
H 1.86607 -2.62063 7.55955
H -6.52196 0.09613 -4.08719
H 5.70192 -3.04579 3.04190
H -3.14923 8.17273 -1.59048
O 4.67973 -5.65247 4.36386
H -3.31502 6.36833 0.17476
H 4.72664 -6.60902 4.45678
N 1.24038 -1.30437 4.58498
C 1.30039 -1.19399 2.28764
Br 1.83408 2.21366 1.79464
P 1.74724 1.07292 3.71929
C -4.40849 0.36350 -4.32399
H -3.36260 3.34497 -3.82796
C 2.03130 -1.63026 1.00466
H -3.92934 -2.30310 -2.44114
H -1.80209 -1.54030 -3.57055
C -2.94430 6.17804 -0.83510
H 0.97034 -4.55365 1.59493
H -3.73791 3.20193 -2.08971
O 3.03818 1.58888 4.51011
C 4.85730 -3.46197 2.49732
O 1.63208 -4.92527 1.00682
C -1.31573 -1.60923 -5.97209
O -1.54373 7.22394 -2.49794
```

Atom charges from the Löwdin analysis, given in e for atoms 1 to 99:
1 N 0.143
2 H 0.130
3 H 0.118
4 O -0.003
5 O -0.198
6 H 0.084
7 H 0.088
8 F 0.002
9 H 0.104
10 H 0.086
11 H 0.119
12 H 0.130
13 H 0.089
14 O -0.125
15 C 0.167
16 C -0.110
17 B -0.768
18 H 0.081
19 O 0.222
20 H 0.067
21 C -0.201
22 O -0.199
23 N -0.212
24 O -0.134
25 H 0.089
26 H 0.103
27 H 0.123
28 H 0.099
29 H 0.086
30 H 0.101
31 H 0.089
32 C -0.786
33 C -0.330
34 H 0.126
35 C -0.205
36 H 0.068
37 O 0.118
38 H 0.131
39 Br 0.767
40 C -0.110
41 H 0.128
42 C -0.166
43 C -0.072
44 C -0.213
45 C -0.536
46 C -0.174
47 O -0.260
48 H 0.092
49 H 0.089
50 P 0.451
51 C -0.076
52 C -0.037
53 N 0.247
54 H 0.091
55 H 0.131
56 H 0.088
57 H 0.097
58 P 0.723
59 C -0.181
60 Cl 0.437
61 H 0.123
62 H 0.086
63 O -0.095
64 O -0.193
65 C -0.433
66 H 0.127
67 O 0.047
68 H 0.089
69 C -0.113
70 H 0.088
71 H 0.149
72 H 0.106
73 C -0.206
74 H 0.088
75 C -0.307
76 O -0.365
77 H 0.043
78 H 0.129
79 H 0.073
80 H 0.129
81 O -0.161
82 H 0.126
83 H 0.089
84 N -0.091
85 C -0.071
86 Br 0.503
87 P 0.736
88 C -0.179
89 H 0.118
90 C -0.352
91 H 0.124
92 H 0.092
93 C -0.185
94 H 0.109
95 H 0.129
96 O -0.347
97 C -0.128
98 O 0.225
99 C -0.110


The molecule C4H8O, computed with ωB97M-V/def2-TZVPD.

Summary:
* gap between HOMO and LUMO: 11.2 eV
* LUMO energy: 1.1 eV
* structure (SMILES): OCC1CC1

Structure (XYZ):
```
13
C4H8O, DFT ωB97M-V/def2-TZVPD
H -1.38419 -0.87244 1.22052
H -1.79980 -1.39941 -0.47925
H 0.26478 -0.32297 -1.36493
C -1.29476 -0.67354 0.15439
H 1.31429 1.22894 0.80375
H -1.77114 1.04472 -1.19652
C -1.28372 0.76841 -0.26478
O 2.39802 -0.01538 -0.32774
C -0.02401 -0.04723 -0.35565
H 1.26659 -0.45813 1.35636
H 2.43970 -0.95626 -0.53654
C 1.24146 0.19022 0.46644
H -1.36722 1.51309 0.52396
```

In elementary charge units, the natural (NBO) charges are:
1 H 0.210
2 H 0.214
3 H 0.217
4 C -0.420
5 H 0.181
6 H 0.215
7 C -0.413
8 O -0.709
9 C -0.266
10 H 0.159
11 H 0.461
12 C -0.059
13 H 0.211


A cluster of 3 separate species, C2H10N2O3 in total, computed with ωB97M-V/def2-TZVPD.

Summary:
* gap between HOMO and LUMO (alpha / beta): 10.1 / 4.6 eV
* total charge: +1
* spin multiplicity: 2
* LUMO energy (alpha / beta): -3.5 / -9.0 eV

Structure (XYZ):
```
17
C2H10N2O3, DFT ωB97M-V/def2-TZVPD
H -1.35451 -3.56078 -3.98002
H 1.21193 -0.04320 1.90198
C 0.04601 0.15524 0.06211
C 1.48549 -0.15709 0.82698
O -0.32451 -0.58597 -0.82002
H -0.04514 4.62804 2.41727
H -0.22377 2.13773 0.77448
N 1.88148 -1.51773 0.56808
H -1.31994 -2.56167 -2.76573
O -0.60262 3.82195 2.22614
H 2.32164 0.47286 0.54184
N -0.55331 1.34269 0.28576
H -1.27500 3.90406 2.83638
H 2.92001 -1.52797 0.41763
H 1.40597 -2.01634 -0.20034
O -1.65282 -3.43496 -3.04261
H -1.48778 1.39551 -0.16297
```

In elementary charge units, the natural (NBO) charges are:
1 H 0.477
2 H 0.317
3 C 0.681
4 C -0.382
5 O -0.565
6 H 0.489
7 H 0.445
8 N -0.284
9 H 0.467
10 O -0.962
11 H 0.273
12 N -0.789
13 H 0.479
14 H 0.415
15 H 0.445
16 O -0.943
17 H 0.438


A structure of composition C16H14Br2CrF3N4O2S, computed with ωB97M-V/def2-TZVPD.

Summary:
* gap between HOMO and LUMO (alpha / beta): 7.0 / 7.5 eV
* total charge: +2
* spin multiplicity: 2
* LUMO energy (alpha / beta): -8.0 / -7.5 eV

Structure (XYZ):
```
43
C16H14Br2CrF3N4O2S, DFT ωB97M-V/def2-TZVPD
C 3.04404 -0.37983 2.36306
Cr -1.01658 -0.60448 -0.90522
C 0.17005 3.75606 0.94039
N 0.94942 -0.44430 -0.67872
H 3.92000 -0.82888 -2.16812
H -1.51363 -0.97996 1.49319
H 1.49498 -0.63752 -2.64837
C -1.56017 -4.63917 0.02643
F -1.95524 -5.38248 1.03777
N -1.00138 -0.17126 1.10146
C 1.85635 -0.59639 -1.62809
H 4.69870 -0.72620 0.19017
C 1.35539 -0.37109 0.62733
H 0.64680 3.59127 1.89998
H 4.08291 -0.45391 2.65669
F -2.46484 -4.73277 -0.96945
S -1.40253 1.49849 -1.85435
H -3.85597 -1.23297 -3.70759
F -0.39121 -5.08173 -0.42953
H 2.32298 -0.16081 4.34955
C 3.64658 -0.63725 -0.05091
Br -1.38544 -1.48935 -3.43044
H -1.46193 0.67864 1.41354
H 0.37399 5.91694 0.97996
C -0.83683 2.80940 -0.87564
C 2.70714 -0.46228 0.98952
O -0.91421 -2.43120 -0.52479
O -1.92447 -2.73491 1.45928
Br -3.61778 -1.14918 -1.21840
C 3.22429 -0.69737 -1.35261
C 2.06537 -0.21697 3.30124
N -1.01347 4.05137 -1.39491
H -0.78986 6.10947 -1.26698
H -3.44016 -2.86384 -3.03462
C -1.46855 -3.14870 0.42442
N -0.24799 2.66447 0.30548
C 0.36297 -0.20929 1.60570
H -1.47413 4.12537 -2.29643
C 0.70399 -0.13337 2.92248
C 0.02288 5.05028 0.44172
C -0.59990 5.16980 -0.76685
H -0.06115 -0.02668 3.68207
C -3.25142 -1.79745 -3.00939
```

In elementary charge units, the natural (NBO) charges are:
1 C -0.152
2 Cr 0.854
3 C 0.171
4 N -0.461
5 H 0.260
6 H 0.447
7 H 0.214
8 C 0.902
9 F -0.275
10 N -0.821
11 C 0.124
12 H 0.249
13 C 0.223
14 H 0.235
15 H 0.246
16 F -0.319
17 S -0.061
18 H 0.262
19 F -0.295
20 H 0.251
21 C -0.044
22 Br 0.239
23 H 0.418
24 H 0.279
25 C 0.318
26 C -0.104
27 O -0.695
28 O -0.565
29 Br 0.252
30 C -0.259
31 C -0.177
32 N -0.477
33 H 0.264
34 H 0.270
35 C 0.721
36 N -0.481
37 C 0.097
38 H 0.459
39 C -0.174
40 C -0.290
41 C 0.141
42 H 0.245
43 C -0.491


Calculated total energy (computed, Eh): -9160.2981 -232.3992 -417.0964 -7877.4314